[1]
Entry from OMol25: C17H21N3O6 in the gas phase in a non-equilibrium geometry (ωB97M-V/def2-TZVPD).

Structure (XYZ):
```
47
Properties=species:S:1:pos:R:3
C -3.871 -3.252 -1.000
C -3.450 -2.301 0.120
C -2.147 -1.598 -0.253
C -4.593 -1.317 0.399
C -4.334 -0.330 1.539
N -3.590 0.827 1.095
C -2.411 1.175 1.606
O -1.855 0.688 2.564
N -1.763 2.246 0.923
C -2.087 2.809 -0.267
O -3.146 2.670 -0.837
C -0.983 3.705 -0.835
O 0.318 3.241 -0.510
C 0.599 1.983 -0.924
O -0.199 1.294 -1.507
C 1.964 1.598 -0.547
C 2.392 0.351 -0.781
C 3.698 -0.195 -0.466
C 3.932 -1.561 -0.669
C 5.160 -2.131 -0.381
C 6.191 -1.351 0.111
C 5.965 0.006 0.309
N 7.035 0.835 0.818
O 6.803 2.014 0.977
O 8.096 0.300 1.052
C 4.739 0.588 0.029
H -4.026 -2.701 -1.925
H -3.103 -4.002 -1.174
H -4.797 -3.764 -0.746
H -3.277 -2.890 1.028
H -2.302 -0.882 -1.057
H -1.724 -1.078 0.601
H -1.415 -2.331 -0.589
H -4.811 -0.752 -0.511
H -5.486 -1.895 0.648
H -5.292 0.014 1.945
H -3.763 -0.798 2.344
H -3.901 1.305 0.255
H -0.862 2.470 1.328
H -1.060 4.708 -0.410
H -1.117 3.750 -1.920
H 2.555 2.365 -0.075
H 1.690 -0.331 -1.247
H 3.133 -2.177 -1.053
H 5.315 -3.186 -0.543
H 7.159 -1.767 0.342
H 4.619 1.647 0.196
```

**E_HOMO**: -9.65 eV
**Total energy**: -34723.8918 eV
**LUMO level**: -0.870 eV
**Relative energy (zero: lowest compared OMol25 entry of this formula, charge and spin)**: 67.4 kcal per mole
**SMILES**: CC(C)CCNC(=O)NC(=O)COC(=O)/C=C/c1cccc([N+](=O)[O-])c1

---

[2]
Entry from OMol25: a molecular structure, C5H6N2O5 in a non-equilibrium geometry (ωB97M-V/def2-TZVPD).

Structure (XYZ):
```
18
Properties=species:S:1:pos:R:3
C 1.312 0.577 -0.430
C 3.403 -0.352 -0.204
C 0.034 -0.389 -0.466
C 1.735 0.350 1.124
C -2.189 -0.229 0.000
N 2.470 0.110 -1.083
N 2.926 -0.222 1.105
O 1.022 1.851 -0.903
O 4.342 -0.990 -0.439
O -0.077 -1.518 -0.754
O 1.111 0.666 2.119
O -0.902 0.488 -0.164
H -2.909 0.292 -0.767
H -2.525 -0.043 1.020
H -1.970 -1.309 -0.277
H 2.524 -0.101 -2.071
H 3.408 -0.717 1.810
H 0.926 2.575 0.127
```

**E_HOMO**: -10.16 eV
**Total energy**: -18498.6756 eV
**LUMO level**: 0.146 eV
**Relative energy (zero: lowest compared OMol25 entry of this formula, charge and spin)**: 38.1 kcal per mole